(1)
A 8-piece molecular cluster, C26H74N6O8 overall. Source: the Open Molecules 2025 dataset; level of theory: ωB97M-V with the def2-TZVPD basis set.

Calculated values
**E_HOMO**: -9.025 eV
**ΔE to the lowest compared entry with this formula, charge and spin**: 671.6 kJ/mol
**M**: 598.9 g mol⁻¹

ORCA input file:
```
! wB97M-V def2-TZVPD RIJCOSX def2/J DEFGRID3
* xyz 0 1
C -25.44058 -8.49870 32.13666
O -24.06861 -8.25734 31.92051
C -23.07611 -9.05519 32.47004
C -21.64342 -8.56709 32.00997
C -21.23247 -8.91574 30.65563
N -20.62316 -8.99234 32.93626
H -26.01595 -7.82353 31.50326
H -25.68729 -8.39305 33.19310
H -25.70134 -9.53561 31.92471
H -23.01947 -9.01964 33.55799
H -23.20160 -10.13093 32.34697
H -21.60962 -7.47882 32.06112
H -21.50254 -9.94586 30.42324
H -20.17439 -8.72953 30.47154
H -21.83643 -8.36846 29.93187
H -19.67677 -8.97917 32.58373
H -20.86020 -9.92465 33.24403
C -24.69737 -17.88216 23.78919
O -23.75821 -16.98544 24.38993
C -22.42366 -17.26673 23.97810
C -21.29871 -16.32964 24.53974
C -21.76655 -14.84653 24.46127
N -20.11522 -16.49136 23.74037
H -24.59862 -17.80216 22.70662
H -25.67603 -17.50146 24.08143
H -24.51353 -18.95181 23.88996
H -22.23054 -18.30316 24.25493
H -22.31305 -17.33113 22.89564
H -21.15586 -16.65361 25.57063
H -22.66731 -14.72423 25.06275
H -22.06143 -14.51853 23.46450
H -21.05623 -14.06819 24.74010
H -19.45402 -15.96369 24.29218
H -19.75982 -17.39401 24.02145
C -12.47061 -16.47635 25.81068
O -12.03255 -17.82849 25.95325
C -11.20087 -18.33892 24.88173
C -9.93130 -18.87867 25.58612
C -8.92486 -17.81512 25.97996
N -9.20528 -19.88844 24.75750
H -13.55245 -16.57442 25.72064
H -12.04670 -16.05138 24.90085
H -12.03788 -15.92807 26.64748
H -11.74938 -19.15558 24.41236
H -10.99260 -17.74247 23.99348
H -10.29609 -19.32141 26.51295
H -9.30180 -17.15754 26.76329
H -8.69904 -17.19355 25.11350
H -7.99922 -18.11607 26.47059
H -8.78992 -19.35610 24.00638
H -9.76392 -20.61786 24.33802
C -23.81008 -9.16665 19.05409
O -22.39504 -9.18574 18.79597
C -21.70740 -9.95496 19.86490
C -20.25528 -10.19615 19.49453
C -19.91805 -10.35305 18.05583
N -19.69669 -11.30476 20.18614
H -23.94514 -8.61269 19.98306
H -24.24185 -10.14782 19.25151
H -24.36407 -8.68834 18.24638
H -21.77944 -9.43214 20.81861
H -22.18757 -10.92730 19.97480
H -19.76816 -9.29536 19.86790
H -18.84837 -10.19130 17.92284
H -20.34164 -9.56553 17.43255
H -20.33423 -11.26367 17.62493
H -20.35298 -12.04831 19.99500
H -18.85575 -11.55872 19.68773
C -19.06165 -4.73002 24.21304
O -18.55062 -3.90514 25.21127
C -19.01109 -4.24179 26.50032
C -18.27334 -3.48042 27.53942
C -18.12248 -4.18698 28.88185
N -19.09415 -2.31628 27.97838
H -18.67594 -4.23583 23.32135
H -20.14656 -4.69874 24.11262
H -18.64885 -5.73826 24.17937
H -20.09073 -4.11218 26.42515
H -18.69311 -5.28042 26.59111
H -17.24898 -3.23333 27.26064
H -17.57147 -5.12684 28.84783
H -19.03755 -4.41603 29.42801
H -17.53522 -3.59074 29.58023
H -19.58644 -2.66593 28.78800
H -19.85234 -1.98637 27.39840
C -14.15064 -22.05147 18.71733
O -15.51911 -21.72680 19.03241
C -15.67143 -20.58850 19.92216
C -15.16046 -19.27113 19.17065
C -14.99615 -18.03106 20.07908
N -16.13727 -18.83966 18.13227
H -13.73255 -21.52436 17.85974
H -14.21590 -23.13932 18.69687
H -13.43821 -21.98890 19.53991
H -16.68981 -20.44243 20.28225
H -15.16024 -20.86173 20.84528
H -14.15839 -19.39319 18.75947
H -14.67713 -17.20374 19.44515
H -14.29549 -18.40311 20.82659
H -15.85514 -17.71782 20.67250
H -15.62349 -18.36950 17.40077
H -16.56733 -19.64359 17.69770
C -17.02488 -10.40361 24.75402
O -16.48002 -11.74319 24.40786
H -16.62226 -9.79687 23.94293
H -18.10687 -10.39596 24.62234
H -16.67579 -9.89752 25.65409
H -17.11279 -12.12200 23.79329
C -13.44291 -8.33446 31.25266
O -14.10046 -9.22879 32.13139
H -12.41840 -8.68005 31.11464
H -13.74305 -8.32061 30.20489
H -13.47897 -7.30944 31.62163
H -13.85664 -8.98824 33.02821
*
```

---

(2)
C5H9NO as an isolated structure. Source: the Open Molecules 2025 dataset; level of theory: ωB97M-V with the def2-TZVPD basis set.

Calculated values
**E_HOMO**: -8.117 eV
**ΔE to the lowest compared entry with this formula, charge and spin**: 472.3 kJ/mol
**M**: 99.1 g mol⁻¹

ORCA input file:
```
! wB97M-V def2-TZVPD RIJCOSX def2/J DEFGRID3
* xyz 0 1
C -0.82871 -1.07056 0.54491
C -0.11975 -0.35350 -0.44878
C 1.00034 -0.90445 -1.28244
N -0.69961 0.92710 -0.82781
C -0.22654 1.61587 0.36654
C 0.40950 0.37366 1.06774
O 1.51469 0.18911 1.57328
H -0.37493 -1.97894 0.93858
H -1.91108 -0.98378 0.67370
H -0.56761 -0.06107 1.71463
H 0.69021 -1.04053 -2.32647
H 1.35114 -1.86443 -0.89285
H 1.84294 -0.20454 -1.26362
H -1.70946 0.90929 -0.92070
H 0.60979 2.28273 0.13755
H -0.98092 2.16403 0.94573
*
```

---

(3)
The molecule C3H2N2O. Source: the Open Molecules 2025 dataset; level of theory: ωB97M-V with the def2-TZVPD basis set.

Calculated values
**E_HOMO (alpha / beta)**: -10.541 / -10.498 eV
**ΔE to the lowest compared entry with this formula, charge and spin**: 264.1 kJ/mol
**M**: 82.1 g mol⁻¹

ORCA input file:
```
! wB97M-V def2-TZVPD RIJCOSX def2/J DEFGRID3
* xyz 0 1
C 1.24330 -0.61176 -1.17623
C -0.42054 -0.57705 0.76144
C -0.66620 0.90659 0.54482
N 1.57436 -0.55107 -2.28436
N 0.72923 -0.51218 0.01494
O -0.98233 -1.46426 1.31932
H -1.34053 1.17563 -0.22151
H -0.13729 1.63410 1.04157
*
```

---

(4)
A 2-piece molecular cluster, C3H7OP overall. Source: the Open Molecules 2025 dataset; level of theory: ωB97M-V with the def2-TZVPD basis set.

Calculated values
**E_HOMO (alpha / beta)**: -8.869 / -8.899 eV
**ΔE to the lowest compared entry with this formula, charge and spin**: 247.5 kJ/mol
**M**: 90.1 g mol⁻¹

ORCA input file:
```
! wB97M-V def2-TZVPD RIJCOSX def2/J DEFGRID3
* xyz 0 1
C -1.73437 -0.64207 0.61875
C -0.65985 -1.55669 -0.06848
C 1.44111 1.64765 -0.33889
O -1.47291 0.33219 -2.03000
P -0.79892 0.12973 -0.74139
H -2.77112 -0.86761 0.39639
H -1.55573 -0.41166 1.65583
H 0.16624 -1.82290 0.57306
H -1.02937 -2.38623 -0.65745
H 1.59455 1.53851 0.71820
H 2.09797 1.10922 -0.99222
H 1.06284 2.58981 -0.68397
*
```